No. 1
C38H45As3Cl2CrF2NO10Si2 as an isolated structure. Source: the OMol25 dataset; level of theory: ωB97M-V with the def2-TZVPD basis set.

Each line ends with the Mulliken spin population.
Element x y z (Å)
Cr: 0.92 1.22 -0.26  3.277
Cl: 6.34 0.44 4.62  0.000
C: 4.87 0.64 3.73  0.002
C: 3.65 0.73 4.42  0.004
C: 2.47 0.87 3.73  0.003
Cl: 0.99 0.97 4.61  0.000
C: 2.42 0.94 2.31  0.001
O: 1.30 1.12 1.71  -0.136
C: 3.67 0.84 1.64  0.039
C: 3.80 0.94 0.22  0.011
O: 2.90 1.11 -0.61  -0.074
C: 4.88 0.69 2.36  0.002
H: 3.64 0.69 5.50  0.000
H: 4.82 0.85 -0.17  -0.003
H: 5.81 0.61 1.82  0.000
F: 0.33 0.50 -5.61  0.000
C: 0.54 1.33 -4.59  -0.021
C: 0.48 0.85 -3.29  -0.025
C: 0.71 1.72 -2.24  -0.211
C: 0.98 3.08 -2.50  0.071
C: 1.03 3.51 -3.82  -0.012
F: 1.29 4.80 -4.12  -0.001
C: 0.82 2.66 -4.88  0.025
C: 1.15 3.94 -1.32  0.003
C: 1.28 5.33 -1.33  -0.006
C: 1.38 6.02 -0.14  0.009
C: 1.34 5.31 1.06  -0.005
C: 1.21 3.94 1.01  0.028
N: 1.12 3.27 -0.15  -0.094
H: 0.26 -0.20 -3.12  0.047
H: 0.86 3.01 -5.90  0.002
H: 1.30 5.86 -2.27  0.000
H: 1.48 7.09 -0.14  0.000
H: 1.41 5.81 2.02  0.000
H: 1.17 3.34 1.90  0.002
C: 2.14 -2.55 -4.75  0.000
O: 1.81 -2.25 -3.40  0.000
C: 0.49 -2.53 -3.05  -0.005
O: -0.29 -2.96 -3.90  -0.002
C: 0.17 -2.24 -1.72  0.025
C: -1.20 -2.42 -1.23  0.008
As: -1.58 -4.16 -0.47  -0.001
C: -0.63 -5.35 -1.69  -0.001
C: -0.11 -3.99 0.87  -0.007
C: 0.80 -3.02 1.03  -0.008
As: 1.27 -1.62 -0.32  0.035
C: 3.08 -2.21 -0.75  -0.014
C: 1.60 -3.10 2.29  0.008
O: 1.28 -3.72 3.27  -0.001
O: 2.73 -2.37 2.25  0.006
C: 3.60 -2.57 3.37  0.000
C: -0.09 -5.26 1.69  -0.001
O: 0.64 -6.16 1.38  0.000
O: -1.01 -5.44 2.65  0.000
C: -1.72 -4.31 3.15  0.000
C: -1.92 -1.36 -0.87  -0.003
O: -1.36 -0.13 -1.04  -0.096
O: -3.15 -1.27 -0.30  -0.003
C: -4.16 -2.17 -0.77  0.001
H: 3.22 -2.50 -4.81  0.000
H: 1.70 -1.81 -5.43  0.000
H: 1.78 -3.53 -5.04  0.000
H: -1.27 -5.55 -2.55  0.000
H: -0.42 -6.27 -1.15  0.000
H: 0.29 -4.88 -2.02  0.000
H: 3.03 -3.25 -1.06  -0.003
H: 3.73 -2.09 0.11  0.003
H: 3.42 -1.60 -1.59  0.001
H: 4.54 -2.10 3.11  0.000
H: 3.74 -3.64 3.55  0.000
H: 3.18 -2.12 4.27  0.000
H: -2.33 -4.68 3.97  0.000
H: -2.38 -3.90 2.38  0.000
H: -1.03 -3.56 3.51  0.000
H: -5.11 -1.66 -0.67  0.000
H: -4.17 -3.08 -0.18  0.000
H: -3.97 -2.42 -1.82  0.000
C: -4.89 1.67 -1.39  -0.006
Si: -3.25 2.55 -1.42  -0.004
C: -2.60 2.64 -3.15  0.003
C: -3.32 4.22 -0.57  -0.002
As: -1.68 1.38 -0.09  0.085
Si: -2.49 0.80 2.07  0.018
C: -1.98 2.32 3.03  -0.003
C: -4.33 0.57 2.16  -0.003
C: -1.54 -0.72 2.54  0.007
H: -5.66 2.27 -1.88  -0.001
H: -5.22 1.45 -0.37  0.001
H: -4.81 0.72 -1.92  0.001
H: -3.32 3.17 -3.79  0.000
H: -2.46 1.64 -3.56  0.000
H: -1.64 3.16 -3.21  -0.002
H: -3.98 4.90 -1.10  0.000
H: -2.33 4.68 -0.53  0.001
H: -3.69 4.13 0.46  0.000
H: -2.50 3.21 2.69  0.001
H: -0.91 2.49 2.95  0.001
H: -2.22 2.19 4.09  0.000
H: -4.86 1.49 1.90  0.000
H: -4.62 0.31 3.18  -0.001
H: -4.66 -0.22 1.50  0.001
H: -0.47 -0.58 2.36  0.019
H: -1.87 -1.58 1.96  0.001
H: -1.68 -0.93 3.60  0.000

Electronic energy in hartree: -11733.1185
ΔE to the lowest compared entry with this formula, charge and spin in kcal/mol: 37.3
Gap between HOMO and LUMO (spin up / spin down) in eV: 5.15 / 4.92
LUMO level (spin up / spin down) in eV: -0.929 / -1.153
HOMO level (spin up / spin down) in eV: -6.0770 / -6.0743
Multiplicity: 4

***

No. 2
C38H45BrFMoN3O7Si as an isolated structure. Source: the OMol25 dataset; level of theory: ωB97M-V with the def2-TZVPD basis set.

Each line ends with the Löwdin charge.
Element x y z (Å)
Mo: 2.12 -0.68 0.36  1.703
O: 5.64 0.68 1.65  0.231
C: 4.48 0.60 1.72  -0.404
O: 3.87 -0.44 0.89  -0.222
C: 3.48 1.29 2.54  -0.076
C: 3.98 2.40 3.16  0.092
C: 3.17 3.05 4.08  -0.089
C: 1.91 2.66 4.45  0.125
C: 1.40 1.62 3.67  -0.003
C: 2.15 0.88 2.76  -0.225
O: 1.67 -0.14 2.06  -0.306
N: -0.10 1.33 3.84  -0.295
O: -0.67 0.66 2.94  -0.023
O: -0.58 1.69 4.85  0.170
N: 3.62 4.31 4.71  -0.364
O: 2.91 4.69 5.60  0.113
O: 4.57 4.86 4.28  0.150
H: 4.99 2.62 2.90  0.151
H: 1.43 3.14 5.28  0.149
C: 0.29 -5.81 1.78  -0.027
C: 0.51 -4.63 2.51  -0.044
C: 1.13 -3.56 1.94  -0.027
C: 1.51 -3.71 0.61  -0.256
C: 1.35 -4.84 -0.15  0.007
C: 0.75 -5.94 0.48  -0.027
N: 2.01 -2.49 0.04  -0.154
C: 2.46 -2.45 -1.30  -0.365
C: 1.49 -2.45 -2.30  -0.015
C: 1.93 -2.29 -3.65  -0.027
C: 3.24 -2.19 -3.99  -0.032
C: 4.21 -2.28 -3.00  -0.023
C: 3.85 -2.37 -1.67  0.005
H: -0.24 -6.62 2.23  0.113
H: 0.31 -4.65 3.59  0.131
H: 1.25 -2.55 2.41  0.121
H: 1.71 -5.00 -1.22  0.158
H: 0.48 -6.81 -0.05  0.109
H: 0.39 -2.51 -2.16  0.103
H: 1.14 -2.17 -4.37  0.115
H: 3.50 -2.10 -4.98  0.102
H: 5.29 -2.32 -3.31  0.147
H: 4.58 -2.32 -0.92  0.105
C: -2.42 2.35 0.77  -0.105
C: -3.58 1.50 0.14  -0.601
C: -4.51 2.37 -0.74  -0.051
C: -4.26 0.93 1.38  -0.083
Si: -2.79 0.12 -0.89  0.827
Br: -0.52 -0.58 0.21  0.640
C: -2.25 0.77 -2.66  -0.594
C: -1.54 2.11 -2.58  -0.090
C: -1.31 -0.24 -3.34  -0.131
C: -3.49 0.86 -3.65  -0.052
C: -3.55 -1.65 -0.70  -0.608
C: -2.74 -2.70 -1.53  -0.101
C: -4.96 -1.61 -1.29  -0.081
C: -3.50 -2.09 0.81  -0.108
H: -2.80 3.00 1.55  0.093
H: -1.84 2.92 0.02  0.079
H: -1.73 1.76 1.36  0.008
H: -4.79 3.08 -0.02  0.076
H: -5.48 1.83 -1.10  0.127
H: -4.06 2.78 -1.63  0.053
H: -4.62 1.77 1.96  0.097
H: -3.53 0.44 1.98  0.062
H: -5.05 0.20 1.09  0.090
H: -0.73 2.12 -1.86  0.049
H: -2.24 2.91 -2.37  0.081
H: -1.01 2.19 -3.55  0.102
H: -0.47 -0.53 -2.75  0.005
H: -0.89 0.23 -4.30  0.120
H: -1.81 -1.15 -3.68  0.071
H: -4.48 1.21 -3.28  0.084
H: -3.69 -0.16 -3.98  0.065
H: -3.20 1.43 -4.53  0.098
H: -2.78 -2.49 -2.59  0.060
H: -3.22 -3.69 -1.31  0.107
H: -1.73 -2.84 -1.18  0.032
H: -4.93 -1.62 -2.42  0.104
H: -5.61 -0.81 -0.99  0.067
H: -5.52 -2.50 -0.97  0.102
H: -3.53 -3.17 1.00  0.092
H: -4.39 -1.78 1.44  0.099
H: -2.64 -1.73 1.31  -0.003
F: 2.85 5.50 1.72  0.131
C: 2.68 4.36 1.08  -0.264
C: 3.73 3.82 0.30  0.031
C: 3.63 2.63 -0.43  0.007
C: 2.39 1.92 -0.34  -0.355
C: 2.28 0.74 -1.16  -0.190
C: 1.33 2.47 0.35  -0.050
C: 1.42 3.70 1.10  0.071
H: 4.61 4.52 0.24  0.156
H: 4.54 2.19 -0.84  0.138
H: 3.18 0.52 -1.86  0.145
H: 1.32 0.71 -1.59  0.032
H: 0.42 1.97 0.41  0.028
H: 0.60 4.23 1.63  0.145

Electronic energy in hartree: -5196.7379
Net charge: +2
Gap between HOMO and LUMO (spin up / spin down) in eV: 6.47 / 6.48
LUMO level (spin up / spin down) in eV: -8.115 / -8.110
HOMO level (spin up / spin down) in eV: -14.5867 / -14.5894